[1]
C28H36ClInN8O3S as an isolated structure, computed with ωB97M-V with the def2-TZVPD basis set.

```
! RIJCOSX wB97M-V def2-TZVPD def2/J DEFGRID3
* xyz 2 1
In 0.69 -1.03 -0.62
C -1.61 -0.65 -3.24
C -0.22 -0.65 -3.86
N 0.70 -1.51 -3.11
C 0.49 -2.94 -3.35
C -0.59 -3.49 -2.46
C -1.45 -4.49 -2.89
C -2.43 -4.95 -2.03
C -2.55 -4.38 -0.77
C -1.66 -3.38 -0.41
C -1.71 -2.69 0.93
N -1.28 -1.30 0.85
C -2.33 -0.36 0.45
C -2.69 -0.49 -1.02
N -1.50 -0.26 -1.84
N -0.69 -2.98 -1.23
H -2.05 -1.64 -3.29
H -2.25 0.04 -3.80
H 0.19 0.36 -3.84
H -0.29 -0.97 -4.91
H 1.65 -1.24 -3.34
H 1.42 -3.46 -3.13
H 0.23 -3.14 -4.40
H -1.37 -4.88 -3.90
H -3.11 -5.73 -2.34
H -3.33 -4.69 -0.09
H -1.05 -3.24 1.61
H -2.73 -2.77 1.34
H -0.92 -1.00 1.75
H -1.95 0.65 0.64
H -3.24 -0.51 1.05
H -3.49 0.22 -1.25
H -3.07 -1.49 -1.23
H -1.30 0.73 -1.80
C 0.93 -1.76 4.23
C 1.16 -1.29 2.83
N 1.33 -2.03 1.81
N 1.44 -3.38 1.86
C 2.00 -3.97 0.78
N 2.26 -5.27 0.85
S 2.39 -3.12 -0.63
C 1.36 0.15 2.55
C 1.21 1.12 3.53
C 1.61 2.41 3.26
C 2.20 2.68 2.04
C 2.28 1.66 1.10
N 1.84 0.43 1.32
H 0.64 -2.81 4.27
H 0.14 -1.18 4.70
H 1.83 -1.63 4.83
H 1.42 -3.89 2.73
H 2.19 -5.80 1.70
H 2.72 -5.71 0.07
H 0.79 0.88 4.50
H 1.51 3.19 4.00
H 2.59 3.65 1.81
H 2.74 1.83 0.14
C 2.07 6.24 0.07
C 0.81 5.59 0.56
C 0.19 6.00 1.73
C -0.98 5.40 2.16
Cl -1.68 5.88 3.67
C -1.60 4.45 1.38
C -1.01 4.04 0.20
C 0.23 4.54 -0.17
O 0.98 4.11 -1.24
C 0.65 2.96 -1.97
C 0.82 1.58 -1.26
O 1.57 0.74 -1.84
O 0.15 1.29 -0.24
H 2.47 6.93 0.80
H 1.87 6.79 -0.85
H 2.83 5.49 -0.18
H 0.63 6.81 2.31
H -2.56 4.03 1.68
H -1.52 3.32 -0.43
H 1.33 2.94 -2.82
H -0.38 3.00 -2.34
*
```

Calculated values
LUMO energy, eV: -5.9


[2]
C28H36ClLuN7O8 as an isolated structure, computed with ωB97M-V with the def2-TZVPD basis set.

```
! RIJCOSX wB97M-V def2-TZVPD def2/J DEFGRID3
* xyz 1 1
Lu 0.24 0.44 -0.19
C 3.33 -0.97 -0.85
C 3.56 0.57 -0.82
N 2.74 1.20 0.21
C 3.31 1.09 1.56
C 2.19 1.00 2.60
N 1.14 0.08 2.16
C 1.48 -1.34 2.34
C 2.41 -1.90 1.24
N 2.13 -1.35 -0.09
H 4.22 -1.47 -0.47
H 3.21 -1.28 -1.89
H 3.27 1.01 -1.78
H 4.63 0.78 -0.66
H 2.65 2.19 -0.02
H 3.95 1.94 1.81
H 3.93 0.19 1.61
H 1.74 1.98 2.72
H 2.61 0.69 3.57
H 0.33 0.24 2.76
H 0.54 -1.90 2.31
H 1.96 -1.50 3.31
H 2.29 -2.99 1.25
H 3.45 -1.70 1.50
H 1.61 -2.05 -0.60
C -2.65 2.57 -0.67
C -2.09 2.38 0.70
O -1.37 1.41 1.01
N -2.43 3.29 1.62
C -1.67 3.39 2.85
C -0.31 3.98 2.56
C 0.34 4.82 3.45
C 1.59 5.32 3.11
C 2.10 5.02 1.85
C 1.36 4.20 1.02
N 0.21 3.66 1.37
H -2.81 1.61 -1.16
H -1.92 3.12 -1.26
H -3.58 3.14 -0.66
H -2.92 4.12 1.31
H -1.56 2.38 3.25
H -2.22 3.99 3.57
H -0.12 5.08 4.39
H 2.14 5.94 3.79
H 3.04 5.44 1.53
H 1.67 3.98 0.00
O 0.18 2.81 -5.71
C 0.55 1.55 -5.85
O 0.91 1.09 -6.90
C 0.53 0.67 -4.64
C 0.66 -0.71 -4.71
N 0.71 -1.17 -3.45
N 0.63 -0.18 -2.55
C 0.51 0.95 -3.25
C 0.29 2.24 -2.50
O -0.11 3.23 -3.11
O 0.53 2.19 -1.26
H -0.03 3.08 -4.77
H 0.72 -1.33 -5.58
H 0.74 -2.14 -3.16
C -2.17 -5.15 2.17
C -2.60 -5.23 0.74
C -2.65 -6.43 0.07
C -3.06 -6.49 -1.26
Cl -3.15 -8.01 -2.07
C -3.39 -5.33 -1.93
C -3.32 -4.11 -1.28
C -2.95 -4.05 0.06
O -2.93 -2.91 0.83
C -3.08 -1.65 0.23
C -1.74 -1.09 -0.26
O -1.73 -0.22 -1.15
O -0.68 -1.48 0.29
H -2.03 -6.14 2.59
H -2.92 -4.62 2.75
H -1.24 -4.59 2.25
H -2.37 -7.35 0.57
H -3.72 -5.37 -2.96
H -3.58 -3.22 -1.83
H -3.43 -0.99 1.03
H -3.82 -1.64 -0.58
*
```

Calculated values
LUMO energy, eV: -2.2


[3]
C28H36FeN4O2P2 as an isolated structure, computed with ωB97M-V with the def2-TZVPD basis set.

```
! RIJCOSX wB97M-V def2-TZVPD def2/J DEFGRID3
* xyz 0 5
Fe 0.12 0.56 -3.15
C 2.76 -1.63 0.57
C 3.12 -0.83 -0.43
C 3.36 -1.24 -1.84
C 2.10 -1.43 -2.68
C 1.32 -2.67 -2.34
C 1.54 -3.69 -1.49
C 2.70 -3.96 -0.61
C 2.63 -3.15 0.69
C -0.26 2.55 -3.13
H 2.73 -1.17 1.59
H 3.12 0.25 -0.28
H 3.87 -2.18 -1.75
H 3.98 -0.45 -2.32
H 1.53 -0.49 -2.57
H 2.46 -1.38 -3.72
H 0.33 -2.65 -2.80
H 0.75 -4.43 -1.34
H 3.60 -3.66 -1.13
H 2.72 -5.03 -0.35
H 1.70 -3.35 1.27
H 3.42 -3.59 1.33
H -0.07 2.69 -2.04
H -1.18 2.99 -3.47
H 0.60 2.78 -3.77
P 3.43 -1.92 -5.93
P 5.94 -0.28 -3.87
N 3.00 -3.58 -6.22
N 3.39 -1.52 -7.69
N 6.76 -1.60 -3.04
N 7.40 0.77 -3.87
C 5.26 -2.19 -5.81
C 6.10 -0.91 -5.60
C 1.73 -4.11 -6.00
C 1.66 -5.39 -6.56
C 2.96 -5.67 -7.12
C 3.75 -4.57 -6.88
C 2.67 -0.45 -8.22
C 2.93 -0.33 -9.58
C 3.90 -1.34 -9.91
C 4.15 -2.06 -8.74
C 6.56 -1.83 -1.67
C 7.10 -3.05 -1.31
C 7.58 -3.67 -2.53
C 7.42 -2.72 -3.56
C 8.74 0.38 -3.96
C 9.54 1.48 -4.17
C 8.67 2.62 -4.32
C 7.37 2.14 -4.18
H 5.61 -2.66 -6.73
H 5.40 -2.88 -4.97
H 7.16 -1.06 -5.87
H 5.76 -0.08 -6.24
H 0.96 -3.53 -5.50
H 0.78 -6.04 -6.55
H 3.29 -6.58 -7.64
H 4.78 -4.39 -7.20
H 2.04 0.14 -7.58
H 2.50 0.39 -10.26
H 4.39 -1.51 -10.85
H 4.81 -2.88 -8.60
H 6.04 -1.11 -1.05
H 7.16 -3.41 -0.29
H 7.97 -4.66 -2.66
H 7.78 -2.74 -4.57
H 8.98 -0.68 -3.88
H 10.62 1.48 -4.23
H 8.96 3.63 -4.51
H 6.42 2.64 -4.28
O 0.20 0.69 -0.15
C -0.64 -0.15 -0.54
O -0.94 -0.47 -1.75
H -1.22 -0.72 0.23
*
```

Calculated values
LUMO energy (alpha / beta), eV: -0.4 / -1.1
<S²>: 6.02


[4]
C28H36I2N3O2SSeV as an isolated structure, computed with ωB97M-V with the def2-TZVPD basis set.

```
! RIJCOSX wB97M-V def2-TZVPD def2/J DEFGRID3
* xyz 3 2
V -2.35 0.23 0.30
I -5.18 4.43 0.14
C -3.54 3.97 1.27
C -3.05 4.87 2.26
C -1.95 4.59 3.04
I -1.32 5.98 4.43
C -1.26 3.33 2.88
C -0.16 2.88 3.62
C 0.38 1.63 3.38
C -0.20 0.81 2.42
N -1.25 1.21 1.70
C -1.75 2.46 1.91
C -2.84 2.81 1.10
O -3.15 1.76 0.21
H -3.57 5.80 2.38
H 0.27 3.52 4.38
H 1.22 1.27 3.94
H 0.18 -0.19 2.22
C 4.59 3.13 -1.82
C 3.49 2.28 -2.44
C 2.09 2.69 -2.01
C 1.75 2.37 -0.56
N 1.74 0.91 -0.31
C 0.79 0.05 -0.71
Se -0.83 0.60 -1.51
N 1.15 -1.20 -0.42
C 0.51 -2.46 -0.86
C 1.25 -3.08 -2.04
C 1.17 -2.25 -3.32
C -0.21 -2.25 -3.97
C 2.40 -1.16 0.19
C 3.22 -2.18 0.67
C 4.41 -1.79 1.24
C 4.79 -0.43 1.32
C 3.98 0.58 0.84
C 2.77 0.18 0.26
H 5.57 2.85 -2.21
H 4.64 3.03 -0.73
H 4.44 4.18 -2.04
H 3.65 1.22 -2.23
H 3.55 2.37 -3.53
H 1.34 2.23 -2.66
H 1.97 3.77 -2.13
H 0.78 2.76 -0.26
H 2.50 2.78 0.13
H -0.52 -2.22 -1.11
H 0.51 -3.11 0.01
H 0.80 -4.06 -2.21
H 2.28 -3.26 -1.76
H 1.89 -2.65 -4.03
H 1.51 -1.22 -3.13
H -0.52 -3.27 -4.19
H -0.21 -1.70 -4.90
H -0.97 -1.81 -3.32
H 2.95 -3.23 0.61
H 5.09 -2.54 1.63
H 5.74 -0.18 1.76
H 4.29 1.61 0.90
C -2.99 -4.50 0.90
C -3.43 -3.66 2.09
S -3.68 -1.92 1.74
O -2.31 -1.48 0.99
C -4.88 -1.90 0.36
C -4.29 -1.48 -0.97
H -2.77 -5.50 1.27
H -2.08 -4.11 0.45
H -3.76 -4.60 0.15
H -2.72 -3.66 2.92
H -4.40 -3.95 2.50
H -5.67 -1.22 0.70
H -5.29 -2.90 0.29
H -3.97 -0.41 -1.04
H -5.10 -1.50 -1.71
H -3.48 -2.12 -1.31
*
```

Calculated values
LUMO energy (alpha / beta), eV: -10.8 / -10.2
<S²>: 0.80


[5]
A 10-piece molecular cluster, C28H36N10O2 overall, computed with ωB97M-V with the def2-TZVPD basis set.

```
! RIJCOSX wB97M-V def2-TZVPD def2/J DEFGRID3
* xyz 0 1
C -0.40 3.28 4.02
C 0.04 2.16 3.00
N 1.29 2.44 2.26
C 2.46 2.83 2.99
O 3.25 2.11 3.53
C 2.48 4.39 2.82
C 3.07 5.44 3.61
C 2.82 6.82 3.14
C 2.00 7.09 1.94
C 1.41 6.00 1.14
C 1.67 4.65 1.60
C 1.22 3.25 1.08
O 0.93 2.87 -0.02
H 0.26 3.29 4.94
H -0.28 4.28 3.51
H -1.48 3.23 4.32
H -0.79 2.08 2.24
H 0.10 1.19 3.56
H 3.66 5.20 4.51
H 3.25 7.66 3.72
H 1.82 8.14 1.64
H 0.78 6.17 0.24
C -0.73 0.78 -1.85
C -1.59 -0.35 -2.19
N -2.26 -1.24 -2.46
H -0.91 1.13 -0.83
H 0.33 0.51 -1.91
H -0.89 1.62 -2.52
C -3.08 -0.44 1.75
C -2.75 0.97 1.54
N -2.49 2.07 1.37
H -4.10 -0.66 1.45
H -2.42 -1.09 1.18
H -2.98 -0.72 2.80
C -0.97 8.36 -2.04
C -0.99 8.01 -0.62
N -1.02 7.74 0.50
H -1.29 9.39 -2.21
H 0.03 8.25 -2.46
H -1.63 7.72 -2.61
C -2.02 4.37 -2.24
C -1.79 5.29 -3.35
N -1.60 6.01 -4.23
H -2.04 3.33 -2.57
H -1.25 4.46 -1.48
H -2.98 4.57 -1.75
C 1.69 -2.61 -2.06
C 2.09 -1.23 -2.34
N 2.40 -0.14 -2.55
H 0.65 -2.78 -2.34
H 2.29 -3.32 -2.62
H 1.79 -2.84 -1.00
C 0.01 -6.63 -2.04
C 1.40 -6.18 -2.03
N 2.49 -5.82 -2.03
H -0.62 -5.97 -2.63
H -0.08 -7.63 -2.48
H -0.40 -6.68 -1.04
C -4.08 -5.37 -2.45
C -3.59 -6.36 -1.50
N -3.20 -7.15 -0.75
H -4.68 -4.60 -1.95
H -3.26 -4.86 -2.96
H -4.71 -5.82 -3.21
C 1.54 -10.29 -0.20
C 0.82 -10.03 -1.45
N 0.26 -9.82 -2.43
H 1.46 -9.45 0.49
H 1.15 -11.17 0.30
H 2.60 -10.46 -0.39
C 2.72 -4.80 1.35
C 1.46 -4.11 1.61
N 0.46 -3.57 1.82
H 2.90 -5.60 2.06
H 2.73 -5.24 0.35
H 3.57 -4.11 1.42
*
```

Calculated values
LUMO energy, eV: 0.1
SMILES: CCN1C(=O)c2ccccc2C1=O.CC#N.CC#N.CC#N.CC#N.CC#N.CC#N.CC#N.CC#N.CC#N


[6]
One molecule with the formula C28H36N2O, computed with ωB97M-V with the def2-TZVPD basis set.

```
! RIJCOSX wB97M-V def2-TZVPD def2/J DEFGRID3
* xyz 0 1
O -1.31 -1.42 -1.20
C -1.51 -0.75 -0.20
C -0.60 -0.84 1.02
C 0.24 -2.12 0.98
C 1.36 -2.06 -0.05
N 2.21 -0.90 0.18
C 3.39 -0.91 -0.67
C 4.50 -1.77 -0.06
C 4.98 -1.14 1.25
C 5.90 0.01 1.02
C 6.50 0.25 -0.13
C 6.34 -0.60 -1.35
C 5.69 -1.94 -1.01
C 1.42 0.30 0.04
C 0.37 0.35 1.14
N -2.61 0.05 -0.13
C -3.00 0.92 0.95
C -3.09 2.41 0.54
C -1.76 2.97 0.12
C -1.25 2.71 -1.14
C -0.01 3.20 -1.51
C 0.73 3.96 -0.62
C 0.23 4.23 0.64
C -1.01 3.74 1.00
C -3.61 -0.10 -1.19
C -4.84 -0.79 -0.67
C -4.72 -2.07 -0.14
C -5.84 -2.73 0.36
C -7.08 -2.11 0.33
C -7.20 -0.83 -0.20
C -6.08 -0.18 -0.69
H -1.24 -0.88 1.91
H -0.40 -2.98 0.76
H 0.68 -2.27 1.97
H 1.97 -2.97 0.04
H 0.92 -2.04 -1.06
H 3.16 -1.28 -1.69
H 3.75 0.11 -0.76
H 4.09 -2.77 0.16
H 5.50 -1.89 1.86
H 4.10 -0.81 1.81
H 6.07 0.66 1.87
H 7.15 1.11 -0.24
H 5.73 -0.06 -2.08
H 7.31 -0.77 -1.82
H 6.43 -2.58 -0.53
H 5.37 -2.44 -1.93
H 2.08 1.17 0.14
H 0.93 0.37 -0.95
H 0.87 0.29 2.10
H -0.16 1.30 1.08
H -3.98 0.60 1.31
H -2.29 0.83 1.77
H -3.47 2.96 1.41
H -3.82 2.52 -0.26
H -1.82 2.13 -1.85
H 0.38 2.99 -2.50
H 1.70 4.34 -0.91
H 0.80 4.82 1.33
H -1.40 3.95 1.99
H -3.14 -0.70 -1.97
H -3.87 0.88 -1.60
H -3.76 -2.55 -0.12
H -5.74 -3.72 0.77
H -7.95 -2.62 0.72
H -8.16 -0.35 -0.23
H -6.18 0.81 -1.10
*
```

Calculated values
LUMO energy, eV: 0.7
SMILES: O=C(C1CCN(C[C@@H]2CC=CCC2)CC1)N(CCc1ccccc1)Cc1ccccc1


| no. | E (Eh) | F_max (Eh/bohr) |
| --- | --- | --- |
| 1 | -2800.44337 | 0.0304 |
| 2 | -3769.61271 | 0.0521 |
| 3 | -3404.29315 | 0.0580 |
| 4 | -5741.41763 | 0.0363 |
| 5 | -1786.44571 | 0.0547 |
| 6 | -1273.31904 | 0.0089 |